[1]
The molecule C5H11N3 at a distorted geometry, computed with ωB97M-V with the def2-TZVPD basis set.

Results
Orbital gap (alpha / beta): 7.97 / 7.97 eV
Largest force on an atom: 3.4 eV/Å
Relative energy (zero: lowest compared OMol25 entry of this formula, charge and spin): 102.2 kcal per mole
Molecular weight: 113.2 g/mol
E_LUMO (alpha / beta): 0.93 / 0.93 eV
Highest occupied orbital energy (alpha / beta): -7.0 / -7.0 eV
2S+1: 1

Structure (XYZ):
```
19
C5H11N3, DFT ωB97M-V with the def2-TZVPD basis set
C -0.75 0.89 -0.34
C 2.72 -0.43 -0.13
C 1.77 -1.59 -0.31
C -2.98 0.46 0.71
C -1.94 0.07 -0.29
N 0.24 0.60 0.35
N 1.35 1.41 0.33
N 2.47 0.80 0.12
H -0.76 1.87 -0.93
H 3.78 -0.56 -0.26
H 1.05 -1.54 -1.08
H 1.23 -1.82 0.55
H 2.35 -2.43 -0.45
H -2.59 0.53 1.71
H -3.73 -0.24 0.66
H -3.43 1.39 0.32
H -2.43 0.19 -1.26
H -1.57 -1.08 -0.15
H 3.22 1.48 0.44
```

Mulliken atomic charge list, values in e, 4 entries: C -0.221; C -0.103; C -1.134; C -1.183


[2]
The molecule C4H8OS at a distorted geometry, computed with ωB97M-V with the def2-TZVPD basis set.

Results
Orbital gap: 9.96 eV
Structure (SMILES): O=CCCCS
Largest force on an atom: 4.0 eV/Å
Relative energy (zero: lowest compared OMol25 entry of this formula, charge and spin): 36.3 kcal per mole
Molecular weight: 104.2 g/mol
E_LUMO: 0.82 eV
Highest occupied orbital energy: -9.1 eV
2S+1: 1

Structure (XYZ):
```
14
C4H8OS, DFT ωB97M-V with the def2-TZVPD basis set
O 2.28 -1.45 0.00
C 2.24 -0.24 -0.14
C 1.09 0.61 -0.34
C -0.23 -0.12 -0.01
C -1.54 0.44 0.37
S -2.90 -0.63 -0.31
H 3.26 0.30 -0.27
H 1.27 1.62 0.19
H 1.05 1.10 -1.29
H -0.39 -0.86 -0.81
H 0.06 -0.69 0.85
H -1.79 1.35 -0.08
H -1.80 0.22 1.41
H -2.61 -1.63 0.43
```

Mulliken atomic charge list, values in e, 4 entries: O -0.474; C 0.009; C -0.588; C -0.404


[3]
A 2-piece molecular cluster, C5H13NO overall at a distorted geometry, computed with ωB97M-V with the def2-TZVPD basis set.

Results
Orbital gap: 9.53 eV
Structure (SMILES): C=NCCCC.O
Largest force on an atom: 5.3 eV/Å
Relative energy (zero: lowest compared OMol25 entry of this formula, charge and spin): 98.1 kcal per mole
Molecular weight: 103.2 g/mol
E_LUMO: 0.90 eV
Highest occupied orbital energy: -8.6 eV
2S+1: 1

Structure (XYZ):
```
20
C5H13NO, DFT ωB97M-V with the def2-TZVPD basis set
C 1.26 1.99 -0.85
N 0.96 0.72 -0.92
C 0.12 -0.20 -0.14
C -0.57 0.44 1.00
C -1.85 -0.31 1.35
C -2.96 0.22 0.25
H 1.97 2.08 -1.72
H 1.06 2.73 0.01
H -0.53 -0.61 -1.05
H 0.81 -1.18 -0.07
H -0.81 1.46 1.12
H 0.23 0.47 1.82
H -2.22 -0.09 2.45
H -1.78 -1.39 1.12
H -3.25 1.27 0.29
H -2.43 0.17 -0.86
H -3.78 -0.35 0.43
O 4.57 -2.06 -1.34
H 4.09 -2.68 -2.01
H 5.12 -2.69 -0.87
```

Mulliken atomic charge list, values in e, 4 entries: C -0.281; N -0.437; C -0.440; C -0.532


[4]
The molecule C3HNS4 at a distorted geometry, computed with ωB97M-V with the def2-TZVPD basis set.

Results
Orbital gap: 6.87 eV
Structure (SMILES): S=C1NC(=S)C(=S)S1
Largest force on an atom: 3.3 eV/Å
Relative energy (zero: lowest compared OMol25 entry of this formula, charge and spin): 1.2 kcal per mole
Molecular weight: 179.3 g/mol
E_LUMO: -2.33 eV
Highest occupied orbital energy: -9.2 eV
2S+1: 1

Structure (XYZ):
```
9
C3HNS4, DFT ωB97M-V with the def2-TZVPD basis set
S -3.02 -0.08 -0.13
C -1.44 -0.13 0.06
N -0.45 0.84 0.21
C 0.92 0.50 0.04
S 1.99 1.71 -0.26
C 1.06 -1.01 -0.24
S 2.31 -1.93 0.04
S -0.61 -1.65 -0.27
H -0.75 1.75 0.55
```

Mulliken atomic charge list, values in e, 4 entries: S -0.281; C 0.269; N -0.105; C 0.035


[5]
C36H72BrClFI2N2O10P2Si2 as an isolated structure at a distorted geometry, computed with ωB97M-V with the def2-TZVPD basis set.

Results
Orbital gap: 6.23 eV
Net charge: +1
Largest force on an atom: 8.2 eV/Å
Relative energy (zero: lowest compared OMol25 entry of this formula, charge and spin): 307.3 kcal per mole
Molecular weight: 1199.3 g/mol
E_LUMO: -4.52 eV
Highest occupied orbital energy: -10.8 eV
2S+1: 1

Structure (XYZ):
```
129
C36H72BrClFI2N2O10P2Si2, DFT ωB97M-V with the def2-TZVPD basis set
C -2.06 -6.54 6.52
C -1.85 -5.25 7.52
C -2.51 -3.85 6.91
C -1.30 -2.93 6.19
C -2.11 -1.83 5.22
C -2.20 -2.34 3.69
C -2.10 -1.25 2.48
P -3.95 -0.63 2.51
P -4.55 0.39 4.32
O -5.56 1.57 3.88
O -5.53 -0.65 5.37
O -3.34 1.12 5.30
C -0.86 -0.12 2.47
Cl -1.78 1.48 2.50
C 0.37 -0.46 3.50
I 1.45 -2.42 3.61
C 0.91 0.45 4.57
C 0.31 1.92 4.89
I 2.60 -0.12 5.92
C -0.34 -0.01 0.87
O 1.02 -0.67 0.78
Si 0.25 1.69 0.19
C 1.37 2.68 1.48
C -1.01 2.95 -0.45
C 1.50 1.41 -1.30
C -1.45 -0.92 0.00
F -2.40 0.20 -0.37
Si -0.99 -1.54 -1.75
C 0.85 -2.00 -2.07
C -2.02 -3.00 -2.48
C -1.37 -0.07 -3.00
N -2.09 -1.85 1.04
Br -0.88 -3.34 0.80
C -3.35 -2.66 0.63
C -4.50 -2.14 -0.44
C -5.80 -3.11 -0.85
C -5.78 -4.61 -0.13
C -4.52 -4.91 0.89
N -3.38 -4.04 1.25
H -1.82 -6.30 5.39
H -1.25 -7.34 6.85
H -3.11 -7.09 6.67
H -2.22 -5.47 8.61
H -0.69 -5.05 7.58
H -3.08 -3.25 7.75
H -3.32 -4.18 6.13
H -0.73 -2.42 7.08
H -0.64 -3.68 5.58
H -3.20 -1.78 5.66
H -1.60 -0.81 5.42
H -3.29 -2.82 3.58
H -1.48 -3.26 3.61
H -4.13 0.42 1.47
H -5.38 -1.57 5.02
H -3.50 0.92 6.28
H 0.28 2.69 4.02
H 0.85 2.44 5.79
H -0.82 1.77 5.23
H 1.73 -0.05 1.11
H 2.10 3.34 0.83
H 0.62 3.45 1.99
H 1.91 1.97 2.24
H -0.43 3.82 -1.01
H -1.59 3.48 0.45
H -1.84 2.56 -1.18
H 2.32 0.61 -1.06
H 0.96 1.28 -2.33
H 2.08 2.45 -1.37
H 1.38 -2.44 -1.09
H 1.49 -1.11 -2.48
H 0.92 -2.89 -2.86
H -2.14 -3.93 -1.78
H -1.51 -3.37 -3.48
H -3.10 -2.61 -2.80
H -2.51 -0.18 -3.32
H -1.20 0.98 -2.54
H -0.75 -0.24 -4.00
H -4.46 -1.09 -0.93
H -6.65 -2.77 -1.57
H -6.60 -5.42 -0.34
H -4.53 -6.01 1.36
C 3.81 5.45 2.27
O 2.76 5.79 1.37
C 1.81 6.68 1.95
C 2.04 8.12 1.49
O 3.29 8.64 1.98
C 4.31 8.60 0.99
H 4.62 5.00 1.69
H 4.20 6.34 2.78
H 3.45 4.73 3.00
H 1.83 6.61 3.04
H 0.82 6.36 1.61
H 1.25 8.76 1.90
H 1.99 8.20 0.39
H 4.16 9.42 0.28
H 4.33 7.65 0.45
H 5.27 8.74 1.49
C -0.53 -2.31 -7.20
O -0.21 -3.19 -6.12
C -0.23 -4.56 -6.52
C 1.19 -5.09 -6.75
O 1.80 -4.46 -7.88
C 2.71 -3.43 -7.49
H -0.23 -1.30 -6.92
H 0.01 -2.58 -8.12
H -1.60 -2.33 -7.39
H -0.86 -4.71 -7.40
H -0.68 -5.13 -5.69
H 1.13 -6.16 -6.98
H 1.81 -4.98 -5.85
H 3.64 -3.88 -7.14
H 2.29 -2.78 -6.72
H 2.92 -2.82 -8.37
C 5.57 3.20 -6.24
O 4.15 3.12 -6.36
C 3.63 1.93 -5.76
C 3.04 2.22 -4.37
O 4.06 2.61 -3.44
C 4.10 4.02 -3.25
H 5.87 4.23 -6.47
H 5.91 2.95 -5.24
H 6.03 2.53 -6.97
H 4.39 1.15 -5.71
H 2.82 1.57 -6.41
H 2.59 1.30 -3.98
H 2.25 2.98 -4.43
H 3.28 4.32 -2.60
H 4.04 4.56 -4.20
H 5.04 4.27 -2.76
```

Mulliken atomic charge list, values in e, 4 entries: C -0.883; C -0.497; C -0.395; C -0.621


[6]
C31H36CeCl3N7O6Se2 as an isolated structure at a distorted geometry, computed with ωB97M-V with the def2-TZVPD basis set.

Results
Orbital gap (alpha / beta): 8.14 / 8.17 eV
Net charge: +1
Largest force on an atom: 3.4 eV/Å
Molecular weight: 1007.1 g/mol
E_LUMO (alpha / beta): -2.84 / -2.84 eV
Highest occupied orbital energy (alpha / beta): -11.0 / -11.0 eV
2S+1: 2

Structure (XYZ):
```
86
C31H36CeCl3N7O6Se2, DFT ωB97M-V with the def2-TZVPD basis set
Ce 11.38 10.22 10.42
O 12.35 8.09 6.66
C 12.28 8.34 7.84
N 11.17 8.62 8.60
C 9.91 8.22 8.08
O 9.74 7.45 7.18
C 8.79 8.88 8.73
C 7.55 8.30 8.56
C 6.52 8.91 9.27
C 6.73 10.10 10.07
C 7.98 10.64 10.04
N 9.00 10.04 9.39
C 13.61 8.39 8.68
C 14.75 7.85 8.13
C 15.82 7.67 8.94
C 15.78 8.14 10.29
C 14.64 8.79 10.73
N 13.55 8.88 9.93
H 7.37 7.48 7.91
H 5.51 8.45 9.18
H 5.94 10.49 10.64
H 8.23 11.57 10.57
H 14.58 7.48 7.15
H 16.72 7.14 8.59
H 16.65 7.95 10.89
H 14.56 9.25 11.70
O 12.52 10.16 12.75
C 12.45 9.29 13.63
C 11.57 8.15 13.72
C 11.74 7.32 14.86
C 10.86 6.34 15.11
C 9.82 6.04 14.23
C 9.66 6.72 13.06
C 10.53 7.80 12.76
O 10.46 8.46 11.65
N 11.05 5.52 16.31
O 10.17 4.80 16.68
O 12.12 5.57 16.95
H 13.14 9.28 14.47
H 12.53 7.53 15.56
H 9.28 5.16 14.49
H 8.80 6.52 12.38
C 13.54 11.07 5.80
Se 13.17 11.71 7.63
C 15.07 11.64 8.23
C 15.29 12.44 9.47
Se 13.73 12.61 10.69
C 14.72 12.26 12.38
H 13.20 10.06 5.67
H 14.59 11.17 5.51
H 12.88 11.60 5.15
H 15.62 11.94 7.28
H 15.29 10.59 8.50
H 15.52 13.46 9.20
H 16.16 12.14 10.04
H 15.36 13.08 12.61
H 15.31 11.31 12.33
H 13.97 12.18 13.18
C 10.18 15.10 12.10
C 10.90 13.83 12.62
N 10.16 13.14 13.71
C 9.99 13.79 14.95
C 8.57 14.51 14.92
C 9.68 11.90 13.46
C 8.87 11.22 14.55
N 9.83 11.26 12.34
H 10.86 15.60 11.37
H 10.04 15.86 12.88
H 9.22 14.91 11.58
H 11.93 14.08 12.91
H 11.16 13.16 11.81
H 10.81 14.49 15.06
H 10.08 13.12 15.80
H 8.58 15.24 14.10
H 8.32 15.05 15.85
H 7.78 13.77 14.75
H 9.54 10.58 15.19
H 8.13 10.55 14.21
H 8.45 11.97 15.25
H 9.34 10.41 12.33
Cl 8.74 15.09 7.32
C 9.83 13.72 6.95
Cl 11.24 14.19 6.09
Cl 8.91 12.46 6.10
C 10.22 13.10 8.22
N 10.51 12.57 9.20
```

Mulliken atomic charge list, values in e, 4 entries: Ce -0.288; O -0.687; C -0.202; N 0.527